w.
C3H6N2 | the ωB97M-V functional and the def2-TZVPD basis

SMILES: C1=NCCN1
E_LUMO: 0.0382 Ha
Multiplicity: 1
Net charge: 0

Cartesian coordinates (Å):
C1 -0.777 -0.898 0.033
N1 -1.302 0.301 -0.103
C2 -0.103 1.224 0.070
C3 1.192 0.314 -0.051
N2 0.626 -0.983 -0.003
H1 -1.449 -1.737 0.009
H2 -0.109 1.984 -0.681
H3 -0.298 1.637 1.152
H4 1.703 0.447 -1.040
H5 1.899 0.451 0.748
H6 1.113 -1.849 0.237

x.
C3H6N2 | the ωB97M-V functional and the def2-TZVPD basis

SMILES: C=NN1CC1
E_LUMO: 0.0433 Ha
Multiplicity: 1
Net charge: 0

Cartesian coordinates (Å):
C1 -1.829 0.094 0.070
N1 -1.096 -0.795 -0.483
N2 0.200 -0.537 -0.779
C2 0.948 0.617 -0.271
C3 1.134 -0.685 0.308
H1 -2.777 -0.129 0.468
H2 -1.478 1.141 0.022
H3 1.590 1.049 -1.017
H4 0.421 1.360 0.307
H5 2.054 -1.210 0.027
H6 0.832 -0.904 1.348

y.
C3H6N2 | the ωB97M-V functional and the def2-TZVPD basis

SMILES: C1[C@@H]2NN[C@H]12
E_LUMO: 0.0447 Ha
Multiplicity: 1
Net charge: 0

Cartesian coordinates (Å):
C1 1.110 -0.015 0.511
C2 0.165 0.666 -0.475
N1 -1.266 0.709 0.120
N2 -1.201 -0.793 0.172
C3 0.122 -0.825 -0.412
H1 1.050 -0.075 1.603
H2 2.224 0.165 0.371
H3 0.533 1.366 -1.196
H4 -1.206 1.125 1.089
H5 -1.950 -0.953 -0.460
H6 0.417 -1.370 -1.323

z.
C3H6N2 | the ωB97M-V functional and the def2-TZVPD basis

SMILES: C1CC12NN2
E_LUMO: 0.0447 Ha
Multiplicity: 1
Net charge: 0

Cartesian coordinates (Å):
C1 1.077 0.371 -0.071
C2 0.557 -0.842 0.739
C3 -0.298 0.125 0.112
N1 -1.314 -0.103 -1.052
N2 -1.463 0.870 0.065
H1 1.620 1.270 0.366
H2 1.613 0.165 -1.006
H3 0.520 -1.866 0.246
H4 0.827 -0.927 1.709
H5 -0.799 0.245 -1.791
H6 -2.342 0.695 0.684

Most stable structure - w; separation to the second - 53.4 kcal/mol.